# 1
ORCA calculation (ωB97M-V with the def2-TZVPD basis set) on an isolated molecule of C4H5N3O.

Summary:
- HOMO energy: -8.510 eV
- SMILES string: [H]/N=c1/ccoc(N)n1

Last column: Löwdin charge in e.
Atoms and positions in Å:
O (0.329, -0.971, -1.078)  -0.01
N (-0.880, 2.429, 0.796)  0.05
N (-0.923, -2.142, 0.497)  0.07
N (-0.626, 0.102, 0.763)  0.10
C (1.173, 1.186, -0.447)  0.03
C (1.089, 0.195, -1.505)  -0.02
C (-0.164, 1.308, 0.432)  -0.45
C (-0.444, -0.972, -0.037)  -0.50
H (-0.045, -2.883, 0.715)  0.19
H (-1.713, 2.122, 1.408)  0.05
H (2.229, 1.928, -0.423)  0.17
H (-1.648, -2.016, 1.349)  0.17
H (1.622, -0.286, -2.470)  0.17

---

# 2
ORCA calculation (ωB97M-V with the def2-TZVPD basis set) on an isolated molecule of C4H5N3O.

Summary:
- HOMO energy: -8.492 eV
- SMILES string: C=Nn1cncc1O

Last column: Löwdin charge in e.
Atoms and positions in Å:
O (-0.824, -1.454, -0.343)  0.07
N (1.325, 0.397, -0.997)  0.06
N (0.292, 0.612, -0.130)  -0.06
N (-0.815, 1.501, 1.516)  0.04
C (0.185, 1.684, 0.689)  -0.15
C (-1.341, 0.253, 1.340)  -0.10
C (1.479, -0.776, -1.483)  0.01
C (-0.650, -0.326, 0.328)  -0.34
H (-2.183, -0.180, 1.868)  0.11
H (0.745, 2.587, 0.584)  0.12
H (2.304, -0.745, -2.215)  0.08
H (0.833, -1.578, -1.430)  0.04
H (-1.351, -1.975, 0.273)  0.13

---

# 3
ORCA calculation (ωB97M-V with the def2-TZVPD basis set) on an isolated molecule of C4H5N3O.

Summary:
- HOMO energy: -8.926 eV
- SMILES string: NC1=CN=N/C1=C/O

Last column: Löwdin charge in e.
Atoms and positions in Å:
O (-0.892, 1.814, 1.582)  0.02
N (1.655, -0.702, 0.783)  -0.01
N (2.053, -1.235, -0.239)  0.05
N (-1.256, 0.053, -0.989)  0.11
C (0.110, 0.907, 1.608)  -0.05
C (0.117, -0.335, -0.727)  -0.34
C (0.943, -1.105, -1.127)  -0.13
C (0.389, -0.103, 0.698)  -0.18
H (-1.455, 1.443, 0.806)  0.13
H (-1.594, -0.859, -1.103)  0.07
H (0.325, 0.957, 2.669)  0.13
H (-1.228, 0.583, -1.804)  0.06
H (0.832, -1.418, -2.157)  0.13

---

# 4
ORCA calculation (ωB97M-V with the def2-TZVPD basis set) on an isolated molecule of C4H5N3O.

Summary:
- HOMO energy: -8.754 eV
- SMILES string: C#C/C=N\N/C=N/O

Last column: Löwdin charge in e.
Atoms and positions in Å:
O (2.345, 0.975, 0.187)  -0.12
N (1.150, 0.122, 0.338)  -0.02
N (0.000, -1.713, -0.561)  0.00
N (-1.127, -1.491, 0.314)  0.05
C (-1.238, 0.920, -0.048)  -0.17
C (-1.495, 1.935, -0.652)  0.14
C (1.050, -0.823, -0.490)  -0.23
C (-1.398, -0.269, 0.689)  -0.21
H (2.467, 1.263, 1.218)  0.16
H (0.268, -2.687, -0.481)  0.12
H (-2.309, -0.100, 1.429)  0.15
H (-1.558, 2.948, -0.852)  0.02
H (1.845, -1.082, -1.090)  0.11

---

# 5
ORCA calculation (ωB97M-V with the def2-TZVPD basis set) on an isolated molecule of C4H5N3O.

Summary:
- HOMO energy: -9.878 eV
- SMILES string: C=N/N=C(\C#N)CO

Last column: Löwdin charge in e.
Atoms and positions in Å:
O (1.820, 0.979, -1.766)  -0.07
N (-0.319, -2.418, -1.492)  0.15
N (-0.429, 0.140, 0.565)  0.01
N (-1.550, -0.545, 0.853)  -0.06
C (-0.208, -1.105, -1.238)  -0.10
C (1.645, 0.512, -0.430)  -0.17
C (0.292, -0.064, -0.504)  -0.34
C (-2.134, 0.042, 1.877)  -0.01
H (-1.726, 1.194, 2.265)  0.14
H (1.681, 1.429, 0.233)  0.15
H (2.279, -0.340, -0.121)  0.14
H (-3.162, -0.233, 2.283)  0.08
H (1.811, 0.410, -2.525)  0.08

---

# 6
ORCA calculation (ωB97M-V with the def2-TZVPD basis set) on a cluster of 2 separate species, C4H5N3O in total.

Summary:
- HOMO energy: -8.656 eV

Last column: Löwdin charge in e.
Atoms and positions in Å:
O (1.669, 2.126, -0.509)  -0.05
N (-1.315, -0.464, 0.405)  0.11
N (-0.552, 1.270, -0.561)  0.10
N (0.407, -1.965, 0.261)  -0.02
C (0.379, 2.275, -0.743)  -0.18
C (-0.915, -1.744, 0.745)  -0.17
C (0.758, -0.750, -0.314)  -0.12
C (-0.227, 0.086, -0.211)  -0.46
H (1.845, -0.569, -0.420)  0.13
H (-1.468, -2.461, 1.438)  0.12
H (-0.092, 3.213, -0.942)  0.11
H (0.976, -2.552, 1.390)  0.31
H (-1.468, 1.535, -0.539)  0.12

---

# 7
ORCA calculation (ωB97M-V with the def2-TZVPD basis set) on an isolated molecule of C4H5N3O.

Summary:
- HOMO energy: -9.036 eV
- SMILES string: N#C/C=C(/N)C(N)=O

Last column: Löwdin charge in e.
Atoms and positions in Å:
O (-1.570, 0.080, -1.405)  0.09
N (-1.642, -0.759, 0.696)  0.16
N (0.068, 3.005, -1.586)  0.16
N (1.126, -1.205, 0.553)  0.11
C (0.562, -0.255, -0.248)  -0.22
C (0.980, 1.039, -0.240)  -0.07
C (0.474, 2.075, -1.045)  -0.26
C (-1.015, -0.214, -0.379)  -0.50
H (2.102, -1.089, 0.789)  0.11
H (-2.631, -0.932, 0.616)  0.12
H (1.942, 1.275, 0.210)  0.11
H (-1.156, -0.880, 1.567)  0.10
H (0.760, -2.140, 0.472)  0.11

---

# 8
ORCA calculation (ωB97M-V with the def2-TZVPD basis set) on an isolated molecule of C4H5N3O2.

Summary:
- HOMO energy: -8.661 eV
- SMILES string: Nc1[nH]ncc(=O)c1O

Last column: Löwdin charge in e.
Atoms and positions in Å:
O (0.462, -1.937, -0.035)  0.11
O (2.633, -0.545, 0.206)  -0.01
N (-0.892, 1.276, 0.063)  0.00
N (-2.164, -0.720, 0.008)  0.02
N (0.108, 2.013, 0.002)  0.03
C (1.293, 1.448, -0.192)  -0.05
C (0.316, -0.725, -0.127)  -0.37
C (-0.852, -0.075, -0.074)  -0.33
C (1.546, 0.077, -0.009)  -0.35
H (-1.830, 1.732, -0.012)  0.19
H (1.426, -2.203, -0.437)  0.23
H (-2.343, -0.932, 1.216)  0.19
H (2.053, 2.302, 0.011)  0.15
H (-1.756, -1.712, -0.620)  0.19

---

# 9
ORCA calculation (ωB97M-V with the def2-TZVPD basis set) on a structure of composition C4H5N3O2.

Summary:
- HOMO energy: -9.584 eV

Last column: Löwdin charge in e.
Atoms and positions in Å:
O (0.160, 1.168, 0.337)  -0.08
O (4.565, -0.497, -0.412)  -0.04
N (3.289, -1.034, -0.209)  0.06
N (3.381, 1.162, 0.475)  0.11
N (-0.263, -1.057, -0.317)  0.15
C (-1.292, 1.653, -0.087)  0.07
C (2.664, -0.037, 0.356)  -0.17
C (0.360, -0.080, 0.147)  -0.32
C (4.502, 0.768, -0.012)  -0.24
H (0.405, -1.809, -0.431)  0.07
H (5.349, 1.266, -0.319)  0.11
H (-1.872, 1.643, 0.821)  0.08
H (-1.090, 2.598, -0.549)  0.07
H (-1.692, 0.798, -0.809)  0.12

---

# 10
ORCA calculation (ωB97M-V with the def2-TZVPD basis set) on a structure of composition C4H5N3O2.

Summary:
- HOMO energy: -10.469 eV

Last column: Löwdin charge in e.
Atoms and positions in Å:
O (-2.539, -0.064, 0.841)  0.11
O (-1.978, -1.128, -1.030)  0.08
N (-1.788, -0.423, -0.053)  -0.35
N (1.202, 1.432, -0.871)  0.08
N (-0.116, 1.089, 0.967)  0.11
C (0.709, -1.387, 0.495)  0.14
C (0.396, 0.470, -1.161)  -0.10
C (-0.444, 0.108, 0.069)  -0.38
C (0.836, 1.799, 0.412)  -0.18
H (1.667, -1.032, 0.656)  0.03
H (1.173, 2.776, 0.733)  0.11
H (0.532, -1.925, -0.424)  0.05
H (0.173, -1.562, 1.514)  0.12
H (0.178, -0.154, -2.148)  0.17

---

# 11
ORCA calculation (ωB97M-V with the def2-TZVPD basis set) on an isolated molecule of C4H5N3O3.

Summary:
- HOMO energy: -8.929 eV
- SMILES string: NC(=O)N(O)c1ccno1

Last column: Löwdin charge in e.
Atoms and positions in Å:
O (1.102, 1.477, 0.648)  0.03
O (0.676, 0.648, -1.852)  0.00
O (-0.972, -1.137, 1.525)  0.09
N (0.748, -0.188, -2.889)  0.01
N (-0.025, 0.705, 0.410)  -0.03
N (-0.353, 0.795, 2.676)  0.17
C (0.039, -0.026, -0.815)  -0.17
C (-0.499, -0.019, 1.578)  -0.50
C (0.087, -1.280, -2.586)  -0.16
C (-0.354, -1.305, -1.254)  0.01
H (0.815, 2.378, 0.727)  0.11
H (-0.494, 0.360, 3.570)  0.11
H (0.333, 1.566, 2.638)  0.11
H (-0.988, -1.985, -0.855)  0.07
H (-0.115, -1.988, -3.520)  0.16

---

# 12
ORCA calculation (ωB97M-V with the def2-TZVPD basis set) on a cluster of 2 separate species, C4H5N3O3P in total.

Summary:
- HOMO energy (spin up / spin down): -6.134 / -6.139 eV
- Charge: -1

Last column: Löwdin charge in e.
Atoms and positions in Å:
P (-0.200, 1.239, -0.391)  0.21
O (-1.582, 2.100, -0.677)  -0.07
O (0.494, 1.212, -1.650)  -0.27
O (0.289, 1.873, 0.872)  -0.32
N (-3.275, 2.068, -2.415)  0.11
N (0.111, -3.361, 1.315)  0.09
N (1.105, -1.469, 0.131)  0.00
C (-2.445, 2.074, -1.582)  -0.44
C (-0.847, -0.418, -0.027)  0.08
C (1.897, -0.465, 0.763)  -0.15
C (0.613, -2.458, 0.791)  -0.48
H (-1.345, -0.651, 0.831)  0.02
H (2.925, -0.706, 0.841)  0.07
H (1.741, -0.418, 1.790)  0.06
H (-1.170, -1.077, -0.805)  0.06
H (1.689, 0.459, 0.214)  0.03

---

Energy across the listed records, respectively: -394.7668 -394.8531 -394.7686 -394.6988 -394.7129 -394.8151 -394.9048 -470.0448 -469.9820 -469.9715 -545.3080 -886.7927 a.u..
Largest force on an atom across the listed records, respectively: 6.399 3.953 14.328 4.044 15.702 8.530 3.919 8.715 3.836 5.436 4.422 4.028 eV/A.